C34H74N2NbO8S | the ωB97M-V functional and the def2-TZVPD basis

```
! RIJCOSX wB97M-V def2-TZVPD def2/J DEFGRID3
* xyz -1 1
C -0.12 2.80 5.18
C 0.42 2.81 3.97
C 0.88 4.08 3.32
O 0.89 5.12 3.95
O 1.28 4.09 2.02
C 2.24 3.08 1.68
C 2.49 3.09 0.18
C 1.22 2.64 -0.60
C 1.44 1.30 -1.38
C 0.41 0.27 -0.86
C 0.10 -0.85 -1.90
Nb 1.42 -2.67 -1.74
S 0.01 -3.68 -3.61
C 2.76 -1.90 -0.11
N 2.19 -1.99 1.28
C 2.76 -4.52 -1.91
C 4.25 -4.18 -2.25
O 5.11 -4.68 -1.20
C 5.82 -5.83 -1.60
C 6.76 -6.20 -0.46
C 0.00 -3.80 -0.29
C 0.50 -4.68 0.64
C -0.43 -5.43 1.34
C -1.75 -5.19 1.12
N -2.26 -4.28 0.31
C -1.35 -3.60 -0.40
H -0.59 3.71 5.55
H -0.08 1.94 5.83
H 0.51 1.89 3.41
H 1.87 2.08 1.93
H 3.18 3.22 2.22
H 3.36 2.48 -0.06
H 2.66 4.14 -0.08
H 0.93 3.40 -1.32
H 0.44 2.51 0.15
H 1.27 1.44 -2.44
H 2.46 0.99 -1.19
H -0.52 0.83 -0.73
H 0.68 -0.12 0.13
H 0.26 -0.42 -2.90
H -0.98 -1.03 -1.86
H 2.52 -1.93 -3.02
H 0.30 -5.00 -3.67
H 3.05 -0.86 -0.30
H 3.68 -2.49 -0.14
H 2.40 -1.11 1.74
H 2.75 -2.68 1.78
H 2.40 -5.13 -2.74
H 2.79 -5.13 -1.00
H 4.37 -3.10 -2.25
H 4.53 -4.57 -3.23
H 6.40 -5.57 -2.50
H 5.13 -6.66 -1.80
H 6.31 -6.94 0.21
H 7.70 -6.60 -0.83
H 6.99 -5.29 0.10
H 1.56 -4.82 0.80
H -0.11 -6.17 2.06
H -2.46 -5.80 1.68
H -1.79 -2.88 -1.09
C -6.68 -3.29 -2.08
C -6.14 -1.87 -2.06
C -4.91 -1.73 -2.95
O -5.81 -1.50 -0.73
H -5.93 -3.99 -1.71
H -7.55 -3.38 -1.44
H -6.96 -3.60 -3.09
H -6.92 -1.18 -2.40
H -4.11 -2.38 -2.60
H -4.53 -0.71 -2.92
H -5.14 -1.99 -3.99
H -5.12 -2.10 -0.42
C 3.30 5.22 7.14
C 4.27 6.14 6.41
C 4.05 7.59 6.80
O 4.10 6.00 5.00
H 2.27 5.47 6.88
H 3.46 4.18 6.84
H 3.43 5.29 8.22
H 5.29 5.85 6.63
H 3.04 7.92 6.54
H 4.74 8.24 6.27
H 4.20 7.74 7.88
H 3.19 6.25 4.78
C -12.14 -3.63 0.48
C -11.20 -4.45 -0.39
C -10.36 -5.40 0.45
O -10.35 -3.59 -1.14
H -11.57 -3.02 1.19
H -12.73 -2.95 -0.13
H -12.82 -4.27 1.05
H -11.78 -5.02 -1.12
H -9.74 -4.85 1.15
H -9.69 -5.98 -0.19
H -10.99 -6.10 1.01
H -9.83 -3.07 -0.51
C 3.32 9.51 3.64
C 4.19 10.74 3.84
C 5.08 11.00 2.64
O 4.99 10.58 5.01
H 3.95 8.62 3.51
H 2.69 9.33 4.51
H 2.68 9.61 2.76
H 3.55 11.61 4.02
H 5.76 10.15 2.48
H 5.70 11.88 2.80
H 4.49 11.15 1.73
H 5.56 9.82 4.87
C -1.05 -1.34 -8.01
C -0.09 -2.38 -8.57
C -0.58 -3.79 -8.30
O 1.20 -2.20 -8.00
H -1.14 -1.45 -6.93
H -0.68 -0.34 -8.21
H -2.05 -1.45 -8.46
H 0.02 -2.24 -9.65
H -0.65 -3.97 -7.22
H 0.12 -4.53 -8.69
H -1.56 -3.97 -8.74
H 1.13 -2.33 -7.05
*
```

Values from the calculation:
Orbital gap   6.50 eV
HOMO level   -4.9 eV
E_LUMO   1.64 eV